1.
{"formula": "C33H65O27P3", "method": "wB97M-V/def2-TZVPD", "smiles": "CCOP(=O)(OCC)OCC.CCOP(=O)(OCC)OCC.CCOP(=O)(OCC)OCC.O=C1OCCO1.O=C1OCCO1.O=C1OCCO1.O=C1OCCO1.O=C1OCCO1", "spin_multiplicity": 1, "gap_ha": 0.35409, "relative_energy_kj_mol": 338.46, "e_lumo_ev": -0.428, "elements": ["P", "P", "P", "O", "O", "O", "O", "O", "O", "O", "O", "O", "O", "O", "O", "O", "O", "O", "O", "O", "O", "O", "O", "O", "O", "O", "O", "O", "O", "O", "C", "C", "C", "C", "C", "C", "C", "C", "C", "C", "C", "C", "C", "C", "C", "C", "C", "C", "C", "C", "C", "C", "C", "C", "C", "C", "C", "C", "C", "C", "C", "C", "C", "H", "H", "H", "H", "H", "H", "H", "H", "H", "H", "H", "H", "H", "H", "H", "H", "H", "H", "H", "H", "H", "H", "H", "H", "H", "H", "H", "H", "H", "H", "H", "H", "H", "H", "H", "H", "H", "H", "H", "H", "H", "H", "H", "H", "H", "H", "H", "H", "H", "H", "H", "H", "H", "H", "H", "H", "H", "H", "H", "H", "H", "H", "H", "H", "H"], "coordinates": [[-1.79804, -3.53352, -4.23180], [0.75303, 1.61510, 1.23254], [-5.84909, 2.03618, -2.76244], [2.72269, 1.17128, -3.96697], [-0.71687, 1.39059, 1.79173], [-4.52254, 1.92501, -3.66032], [0.83679, -0.89753, 6.76649], [-6.16853, 3.32553, -2.11409], [5.00031, -2.62073, 8.56389], [-6.94859, 1.47972, -3.77414], [-0.19433, -3.63003, -4.19423], [-2.10767, -2.50083, -3.05939], [3.40790, 3.70819, -0.01144], [1.39165, 0.41009, 0.65092], [2.49792, -2.57403, 3.07549], [5.43574, -2.32389, 6.39191], [-5.60603, 0.75563, -1.78813], [2.23356, -2.43498, 6.05178], [0.58910, 2.88114, 0.29299], [1.76302, -0.75924, -3.47757], [0.96428, 0.47915, -5.19811], [2.76414, -0.25596, 5.81381], [-2.55558, -4.79174, -4.14247], [5.84408, -0.68456, 7.78333], [5.19972, 2.87645, 1.04088], [1.52736, 2.16702, 2.50137], [5.22409, 3.00450, -1.15089], [2.08066, -3.69302, 1.20061], [-2.00418, -2.72543, -5.58626], [0.76363, -3.96633, 3.03750], [6.40011, 2.29409, -0.78637], [5.35077, -1.94062, 7.64516], [-5.99388, 0.88632, -0.42216], [0.04592, -2.06379, 6.71320], [3.25839, 0.82708, -2.69781], [1.71875, 0.34883, -4.29853], [0.62168, -4.25869, -3.25314], [3.38517, -1.99206, 2.10329], [1.00133, -3.15080, 6.13055], [-0.94741, 0.65467, 2.98681], [2.92742, -2.61753, 0.78880], [5.97434, -0.05813, 6.53377], [2.74569, 1.59442, 2.91052], [4.52416, 3.31031, -0.04779], [-1.49435, -0.72040, 2.59304], [-8.16327, 2.16845, -4.08408], [0.44100, -3.93136, -1.77012], [-2.36985, 3.07913, -4.06653], [5.90263, -1.27895, 5.56347], [-9.10091, 2.31530, -2.85618], [0.43780, 2.76373, -1.10953], [6.55693, 2.48719, 0.72719], [-1.77512, -1.30825, -5.59184], [-3.88005, 3.08365, -4.24083], [-2.96815, -0.63889, -6.24036], [3.45913, 2.48576, 3.90695], [2.01607, -1.13878, 6.10305], [-7.19589, 0.01090, -0.07187], [-2.89452, -2.78204, -1.91066], [-2.60146, -1.64307, -0.93616], [1.67415, -3.44308, 2.49265], [0.19298, 4.16001, -1.70114], [2.83537, -0.63716, -2.57302], [-2.68603, -0.71399, -1.50602], [0.98495, -3.96448, 6.84931], [-1.72541, 1.17676, 3.54048], [-3.96584, -2.81717, -2.10321], [-0.84064, 4.43774, -1.47847], [-0.87309, -1.36034, 1.96537], [2.60398, 0.63856, 3.43989], [6.94650, 0.38734, 6.30194], [3.40591, 1.22083, 2.12359], [6.86244, 1.61125, 1.29124], [1.40277, 2.49912, -1.54265], [2.91082, 2.61991, 4.83267], [0.26177, 4.11066, -2.79057], [3.79932, -3.03795, 0.29331], [4.31821, 1.05574, -2.65691], [-6.21091, 1.90580, -0.10168], [-1.98974, 4.07913, -4.27979], [0.69623, -3.46236, 5.13514], [1.64956, -4.18093, -3.60778], [-3.20466, -1.63486, -0.03151], [-2.50831, -0.71905, 2.18961], [-1.73132, -0.86179, -4.59299], [3.48274, -0.91441, 2.16550], [-1.81386, 2.28148, -4.56363], [4.45227, 2.06456, 4.09181], [-7.07445, -0.94986, -0.57055], [-9.78331, 3.13752, -3.05392], [-2.72869, -0.49079, -7.29566], [2.69602, 1.42019, -1.97171], [2.53414, -0.82441, -1.54247], [-8.65221, 1.53297, -4.81890], [-8.53523, 2.46214, -1.93661], [5.09549, -1.10868, 4.84526], [-8.11301, 0.53033, -0.35085], [-4.10032, 3.83968, -3.47612], [-0.45999, 2.23071, -1.41997], [-3.90216, -1.19941, -6.15514], [0.87304, 4.94666, -1.38025], [-7.95590, 3.14022, -4.52990], [-0.21225, -2.32001, 7.73909], [-3.36530, 0.29223, -5.82660], [3.73190, 3.40992, 3.39004], [-0.81713, -2.02654, 6.04780], [-2.06862, 2.95300, -3.02138], [3.70898, -1.25653, -2.79266], [-9.61794, 1.37744, -2.64481], [7.13207, 3.36283, 1.02215], [-4.32759, 3.42361, -5.16908], [6.29900, 1.31694, -1.25707], [-1.60175, -1.35124, 3.48837], [0.56417, -2.87601, -1.51429], [-1.54641, -1.65701, -0.65018], [1.11231, -4.52471, -1.14532], [2.37529, -1.91978, 0.16233], [6.82296, -1.45812, 5.01298], [0.43934, -5.34394, -3.25750], [7.34038, 2.67103, -1.20300], [-0.51129, -4.22694, -1.32520], [4.35706, -2.39742, 2.39784], [-7.26270, -0.16325, 1.00245], [-2.54631, -3.70166, -1.44290], [5.25341, 0.73009, 6.31964], [-5.13106, 0.53769, 0.15031], [-0.06709, 0.43259, 3.59311], [-0.79574, -1.07305, -6.00130]], "atomic_forces_ev_per_a": [[0.243, -0.574, 0.014], [0.046, -0.297, 0.087], [0.414, -0.942, -0.292], [0.073, 0.859, -0.698], [0.672, 0.834, -0.346], [-0.175, -0.333, -0.067], [0.011, 0.462, -1.358], [0.422, -0.746, -0.426], [-0.074, 0.399, -0.537], [0.227, 0.125, 0.263], [-0.846, 0.781, -0.589], [-0.073, 0.048, -0.465], [0.104, 0.537, -0.229], [-0.130, 0.437, -0.105], [-0.350, 1.257, 0.014], [0.278, -0.983, -1.164], [-0.413, 1.630, -0.908], [0.676, -1.015, -0.726], [-0.302, -0.755, 0.996], [-0.287, 0.251, -0.310], [-0.299, 0.270, -0.122], [0.380, -0.160, -0.434], [0.536, 0.546, -0.058], [-0.152, 0.832, 0.647], [-0.051, -0.029, 1.024], [-0.331, 0.246, -0.554], [0.620, 0.736, -0.382], [-0.555, 0.436, 0.737], [0.211, -0.323, 1.091], [-0.537, -0.433, 0.027], [1.656, 0.007, -0.476], [0.577, -0.132, 1.593], [0.023, -0.663, 1.401], [0.310, -1.348, 0.099], [-1.146, 0.030, 0.336], [0.791, -1.244, 0.544], [-0.039, -2.029, 1.220], [1.013, -1.239, 0.626], [-1.127, 0.845, 0.650], [-0.810, -1.976, -0.560], [0.378, 0.175, 0.156], [0.946, -0.623, -1.963], [1.158, -1.640, 1.541], [-0.170, -1.478, 0.606], [-0.601, -0.986, 0.887], [-0.728, -0.083, 0.873], [-0.011, 0.621, 0.449], [0.500, -0.803, -0.021], [-1.760, 1.443, -0.432], [0.739, -0.645, -0.329], [0.472, 2.108, -1.258], [-1.807, 0.394, -0.476], [-0.524, 1.292, 1.102], [-0.054, 1.290, 2.957], [-0.587, 0.237, -1.194], [0.788, 0.315, -1.301], [-0.666, 0.786, 1.868], [0.252, 0.295, -0.282], [0.248, 0.347, 1.370], [0.700, 0.345, -0.703], [0.785, -0.236, -1.011], [-0.665, 0.033, 0.062], [1.197, 0.576, 0.906], [-0.458, 0.145, 0.291], [0.871, -0.249, -0.256], [0.339, 0.196, 0.187], [0.088, -0.212, -0.446], [0.140, 0.337, 0.092], [0.287, 0.598, -0.319], [-0.821, 0.199, 0.097], [0.196, 0.056, 1.116], [-0.173, 1.024, -0.625], [-0.202, -0.049, 0.014], [-0.468, -0.857, 0.135], [-0.030, 0.124, -0.033], [0.051, -0.196, 0.018], [-0.200, -0.004, -0.386], [-0.028, -0.138, -0.133], [0.251, 0.171, -0.463], [0.035, -0.139, -0.590], [0.202, -0.140, 0.099], [-0.025, 0.564, 0.165], [-0.209, -0.070, -0.148], [0.145, 0.405, -0.299], [0.147, -0.736, 0.220], [-0.784, 0.061, -0.080], [-0.080, 0.280, -0.552], [-0.212, -0.361, 0.350], [-0.338, -0.013, -0.041], [-0.192, -0.071, 0.291], [-0.496, 0.103, -0.069], [0.577, -0.052, 0.139], [-0.347, -0.147, -0.215], [0.066, 0.113, -0.166], [0.108, 0.679, -0.187], [0.199, -0.001, -0.165], [-0.112, -0.353, -0.279], [-0.531, 0.542, -0.636], [0.470, -0.935, 0.263], [0.432, -0.759, -0.174], [0.099, -0.237, 0.301], [0.147, 0.023, 0.053], [-0.392, 0.107, -0.114], [1.051, 0.331, 0.236], [-0.483, 0.342, 0.370], [-0.145, 0.706, 0.309], [-0.662, -0.101, 0.132], [-0.433, -0.478, -0.474], [-0.339, 0.077, -0.428], [0.564, -0.226, -0.369], [0.260, -0.575, -0.372], [-0.063, -0.481, 0.867], [0.060, 0.323, 0.186], [0.160, 0.033, -0.142], [-0.028, -0.246, 0.145], [0.473, 0.121, -0.373], [-0.055, -0.098, 0.034], [0.181, -0.573, 0.479], [-0.150, 0.044, -0.486], [-0.539, 0.557, -0.606], [-0.332, 0.012, -0.632], [0.161, 0.079, -0.234], [0.204, 0.059, 0.035], [-0.339, -0.310, -0.268], [-0.506, -0.404, 0.405], [0.036, 0.089, -0.014], [0.214, 0.809, -0.074], [-0.215, -0.203, -0.557]]}



2.
{"formula": "C3H8N2O2", "method": "wB97M-V/def2-TZVPD", "smiles": "NC(=O)NCCO", "spin_multiplicity": 1, "gap_ha": 0.38276, "relative_energy_kj_mol": 21.82, "e_lumo_ev": 0.652, "elements": ["O", "O", "N", "N", "C", "C", "C", "H", "H", "H", "H", "H", "H", "H", "H"], "coordinates": [[0.40303, -2.26865, -0.38023], [0.74648, 0.19431, -1.59077], [-0.41198, 2.15122, -1.41794], [-0.12668, 0.78849, 0.43350], [0.10952, 0.98185, -0.89662], [0.44944, -0.34547, 1.15026], [-0.17197, -1.68924, 0.75883], [-0.02282, -2.39921, 1.58097], [0.57750, -1.54857, -1.01257], [-1.26034, -1.53892, 0.64784], [-0.40133, 2.15276, -2.42796], [-0.42625, 1.58356, 0.97514], [0.27719, -0.15657, 2.21431], [-1.27469, 2.49136, -1.01782], [1.53291, -0.39692, 0.98305]], "atomic_forces_ev_per_a": [[0.039, 0.027, -0.177], [-0.201, 0.233, 0.224], [-0.073, -0.041, -0.104], [0.040, 0.087, -0.118], [0.041, -0.099, -0.039], [0.066, -0.101, 0.040], [-0.140, 0.072, 0.377], [-0.009, 0.104, -0.078], [0.017, -0.100, 0.023], [0.162, -0.059, -0.029], [0.015, 0.034, 0.115], [0.027, -0.106, -0.096], [0.008, -0.059, -0.147], [0.140, -0.022, -0.016], [-0.132, 0.029, 0.025]]}



3.
{"formula": "C15H12Cu2F10NO19S2", "method": "wB97M-V/def2-TZVPD", "spin_multiplicity": 4, "gap_ha": [0.27850, 0.18951], "relative_energy_kj_mol": 0.00, "e_lumo_ev": [-1.846, -5.622], "elements": ["Cu", "Cu", "S", "S", "F", "F", "F", "F", "F", "F", "F", "F", "F", "F", "O", "O", "O", "O", "O", "O", "O", "O", "O", "O", "O", "O", "O", "O", "O", "O", "O", "O", "O", "N", "C", "C", "C", "C", "C", "C", "C", "C", "C", "C", "C", "C", "C", "C", "C", "H", "H", "H", "H", "H", "H", "H", "H", "H", "H", "H", "H"], "coordinates": [[-2.71076, -0.60785, -0.92207], [-1.58727, 2.92060, -3.45528], [-2.08543, -2.27461, 1.75718], [-4.18422, -3.51254, 0.66711], [-0.61815, 5.81948, 0.68977], [1.02128, -3.56313, -4.99256], [-6.37718, -2.00011, 0.58268], [-2.11619, -0.23904, 3.40108], [-6.60451, -4.12084, -0.15582], [-3.36004, -1.90578, 4.05613], [3.34600, 0.80964, -2.25116], [-4.09055, -0.70473, 2.35314], [-5.64074, -2.61939, -1.48190], [1.98374, 1.47435, 1.53103], [6.19880, 3.68177, -2.63135], [-3.58830, -4.63635, -0.02969], [3.94638, 3.70830, -2.44975], [-0.91279, -1.52119, 1.38531], [-1.89137, 1.15930, -2.16180], [1.15666, -2.28564, -3.18334], [5.03329, 2.12406, -1.50331], [1.80487, 4.83549, 4.05008], [1.30252, 4.88575, 1.77658], [-0.77528, 2.62943, -1.42343], [-1.40864, 0.91292, -0.15982], [-0.28254, -3.74829, -2.39904], [-0.23132, 4.18974, 3.14896], [-1.79034, -3.57712, 2.41621], [2.37857, -0.54579, 0.48695], [3.04914, -2.72542, 0.49666], [-0.74027, -1.58844, -1.93637], [2.13135, -1.73654, 2.30363], [-4.54821, -3.81690, 2.04249], [-3.25401, -2.24859, 0.45713], [-0.66087, 3.77687, 1.83912], [1.57778, 0.28828, 1.36893], [-3.04839, -1.20343, 3.02324], [0.17169, 4.68406, 0.99673], [1.52520, -3.48292, -3.75112], [1.62087, -0.48506, 2.68585], [-5.85679, -2.96771, -0.21490], [3.07052, 3.10266, -1.56988], [1.05998, 4.61281, 3.08999], [-1.33748, 1.61260, -1.15541], [3.70009, 1.76702, -1.35981], [5.13395, 3.18896, -2.26960], [-0.07231, -2.41152, -2.56568], [2.57096, -1.75883, 1.08674], [0.83246, -4.49713, -2.77983], [3.58978, 1.28073, -0.39056], [2.28267, -0.08384, 3.45341], [3.10504, 3.59683, -0.59896], [0.54206, -5.49122, -3.11980], [-0.31887, 2.75904, 1.65164], [0.66401, -0.58311, 3.19860], [2.03415, 3.03887, -1.90150], [0.39635, 4.17629, 0.05876], [1.37752, -4.62065, -1.84402], [-1.72389, 3.71654, 1.60580], [0.60434, 0.36255, 0.88417], [2.60452, -3.55109, -3.88724]], "atomic_forces_ev_per_a": [[1.963, 0.321, 0.395], [0.382, -0.858, 1.640], [1.030, -2.438, 1.528], [-1.258, -3.836, -0.309], [1.527, -0.428, 0.504], [-0.776, -0.105, -1.012], [0.017, -0.823, -1.757], [-1.926, -0.729, -0.440], [0.577, 2.181, -0.363], [-0.695, 0.070, 0.512], [-0.103, -0.013, -0.883], [0.378, 0.556, 1.389], [-0.668, 0.414, 0.698], [2.558, 4.531, 0.137], [-2.725, -1.342, 0.506], [-1.066, 1.034, -0.235], [-1.036, 1.765, -1.559], [-1.072, 0.216, -0.710], [-4.683, -3.938, -4.522], [-1.626, 2.267, 0.403], [1.029, -2.029, 0.451], [-2.452, -1.059, -3.647], [0.949, 0.870, -0.552], [3.739, 6.642, 0.253], [-0.704, -2.124, 4.150], [-2.051, 1.737, -0.215], [-0.321, -0.755, 0.962], [-1.331, 3.110, -2.001], [-0.013, 0.832, 0.524], [-1.080, 2.401, 1.518], [1.345, -0.922, -2.479], [-0.323, -1.281, 1.627], [-0.109, 1.498, -1.234], [2.785, 2.182, 1.086], [0.892, -0.734, 0.154], [-2.275, -4.559, -0.496], [2.359, 0.166, -1.427], [-1.625, -0.601, -0.969], [0.477, -1.991, 0.870], [-0.259, 0.132, 0.509], [1.433, -2.111, 2.196], [-1.642, -0.767, 1.202], [0.382, 1.296, 2.612], [-0.543, -1.672, -1.100], [0.077, -0.856, 1.430], [4.434, 2.256, -0.888], [0.398, -1.493, 2.955], [1.240, -1.918, -3.055], [1.141, 0.279, -0.088], [-0.085, 0.467, 0.018], [0.335, 0.497, -0.404], [-0.131, 0.329, 0.063], [-0.024, 0.395, -0.539], [0.209, -0.199, 0.237], [-0.155, -0.260, -0.515], [0.215, 0.211, -0.392], [0.440, 0.632, -0.082], [0.674, -0.075, -0.238], [-0.007, 0.897, 0.722], [-0.187, -0.438, 0.198], [-0.030, 0.171, 0.661]]}